No. 1
19
Properties=species:S:1:pos:R:3 method="wB97M-V/def2-TZVPD" e_lumo_ev="-3.3 / -10.6" homo_lumo_gap_ev="11.02 / 3.76" relative_energy_kcal_mol=9.9 total_energy_ha=-198.47123 spin_multiplicity=2 total_charge=+1 mol_weight_g_mol=74.2
C 2.548 -1.910 -1.182
C 1.197 -2.330 -1.754
H 2.753 -2.279 -0.182
H 3.392 -2.222 -1.797
H 2.619 -0.819 -1.119
H 1.221 -3.309 -2.233
H 0.431 -2.321 -0.980
H 0.943 -1.661 -2.550
C -0.878 1.843 1.390
C -1.256 0.469 1.799
C -1.808 2.331 0.070
H 0.110 1.904 0.913
H -1.028 2.562 2.184
H -0.489 -0.210 1.440
H -1.457 0.473 2.891
H -1.807 1.560 -0.693
H -1.375 3.266 -0.276
H -2.325 0.259 1.551
H -2.791 2.393 0.527



No. 2
125
Properties=species:S:1:pos:R:3 method="wB97M-V/def2-TZVPD" e_lumo_ev=-5.0 homo_lumo_gap_ev=6.50 relative_energy_kcal_mol=0.0 total_energy_ha=-4639.34283 total_charge=+2 mol_weight_g_mol=1220.5
Zr -0.106 -0.018 -0.233
C -4.359 -0.254 -2.179
C -3.241 0.368 -1.398
N -1.965 -0.381 -1.412
C -1.830 -1.390 -2.343
C -2.868 -1.888 -3.129
C -4.186 -1.293 -2.981
C -2.672 -2.959 -4.021
C -1.459 -3.564 -4.163
C -0.370 -3.073 -3.421
C 0.922 -3.634 -3.519
C 1.959 -3.106 -2.802
C 1.721 -2.003 -1.978
N 0.524 -1.443 -1.859
C -0.545 -1.982 -2.540
H -5.329 0.221 -2.070
H -3.022 1.236 0.568
H -5.013 -1.718 -3.540
H -3.521 -3.310 -4.596
H -1.318 -4.406 -4.830
H 1.073 -4.493 -4.165
H 2.952 -3.533 -2.836
H 2.527 -1.583 -1.388
C -4.459 -0.351 2.961
Si -2.804 0.459 2.833
C -2.956 2.153 3.546
C -3.750 0.622 0.024
C -1.319 -0.273 2.232
C -1.513 -1.684 1.776
C -2.227 -2.670 2.455
C -2.242 -3.971 1.981
C -1.504 -4.278 0.850
C -0.820 -3.264 0.221
N -0.857 -1.993 0.644
Si -0.161 -0.375 3.774
C 0.666 1.244 4.240
C -1.264 -0.714 5.272
C 0.989 -1.852 3.656
H -5.241 0.356 2.678
H -4.642 -0.642 4.002
H -4.555 -1.245 2.344
H -3.694 2.141 4.352
H -3.304 2.855 2.782
H -2.008 2.523 3.936
H -4.705 1.152 0.005
H -3.894 -0.343 0.516
H -3.076 1.362 -1.831
H -2.746 -2.420 3.372
H -2.799 -4.739 2.502
H -1.446 -5.287 0.463
H -0.214 -3.481 -0.644
H -0.086 1.968 4.570
H 1.241 1.708 3.440
H 1.326 1.066 5.098
H -1.959 0.118 5.468
H -0.649 -0.827 6.172
H -1.853 -1.631 5.171
H 1.180 -2.187 2.633
H 0.541 -2.690 4.197
H 1.954 -1.640 4.130
N -1.391 4.352 -1.118
C -1.668 5.107 0.048
C -2.250 6.356 -0.059
C -2.491 7.104 1.086
C -2.154 6.596 2.329
C -1.592 5.328 2.431
C -1.350 4.587 1.288
S -0.584 2.999 1.412
N -0.844 2.288 -0.143
C -1.141 3.034 -1.168
C -1.203 2.439 -2.536
C -1.937 3.036 -3.556
C -1.919 2.470 -4.817
C -1.133 1.349 -5.019
C -0.445 0.823 -3.942
N -0.496 1.331 -2.708
H -1.539 4.828 -1.990
H -2.500 6.755 -1.037
H -2.935 8.087 0.999
H -2.320 7.183 3.223
H -1.315 4.932 3.403
H -2.564 3.899 -3.370
H -2.501 2.899 -5.623
H -1.051 0.888 -5.995
H 0.184 -0.048 -4.081
F 6.486 3.672 2.306
C 5.980 2.671 1.595
C 4.965 1.951 2.060
N 4.401 0.908 1.330
C 3.397 0.041 1.922
C 2.073 0.035 1.179
O 1.352 1.067 1.183
O 1.629 -0.999 0.606
C 4.848 0.604 0.063
O 4.329 -0.272 -0.613
N 5.922 1.342 -0.364
C 6.586 2.396 0.294
O 7.525 2.953 -0.203
H 4.530 2.165 3.027
H 3.179 0.425 2.916
H 3.764 -0.983 1.981
H 6.300 1.086 -1.264
I 4.338 4.669 -1.680
C 3.241 2.931 -1.860
C 3.367 1.943 -2.807
N 2.464 1.000 -2.492
N 1.764 1.303 -1.393
C 2.226 2.487 -1.002
H 4.027 1.857 -3.658
H 2.343 0.107 -2.931
H 1.844 2.982 -0.123
C 5.791 -3.546 2.670
N 4.745 -3.756 1.675
C 3.535 -4.332 1.810
S 2.398 -4.179 0.566
N 3.211 -4.976 2.947
C 4.095 -5.672 3.888
H 6.298 -2.610 2.442
H 6.538 -4.339 2.671
H 5.361 -3.464 3.664
H 4.925 -3.435 0.740
H 2.261 -5.303 2.925
H 4.180 -5.141 4.836
H 5.084 -5.813 3.467
H 3.679 -6.657 4.088



No. 3
80
Properties=species:S:1:pos:R:3 method="wB97M-V/def2-TZVPD" e_lumo_ev=-2.7 homo_lumo_gap_ev=6.49 relative_energy_kcal_mol=0.0 total_energy_ha=-2356.12007 total_charge=+1 mol_weight_g_mol=579.1
Cd -0.596 0.038 -1.182
P 0.000 -2.470 -1.715
P -0.007 2.567 -1.483
N -0.181 0.137 -3.478
C 0.027 -2.391 -3.557
H 0.739 -3.140 -3.932
H -0.975 -2.655 -3.927
C 0.414 -1.014 -4.129
H 1.533 -0.939 -4.162
H 0.110 -0.997 -5.206
C 0.412 1.348 -4.019
H 0.121 1.429 -5.097
H 1.533 1.284 -4.043
C 0.008 2.662 -3.325
H -1.001 2.943 -3.665
H 0.707 3.455 -3.631
C 1.494 3.519 -0.959
C 1.861 3.279 0.507
H 2.837 3.745 0.705
H 1.935 2.215 0.760
H 1.133 3.743 1.184
C -1.563 3.459 -0.980
C -1.690 3.543 0.547
H -2.696 3.909 0.792
H -0.968 4.250 0.980
H -1.565 2.566 1.035
C -1.565 -3.404 -1.319
C -1.712 -3.625 0.191
H -2.720 -4.011 0.392
H -1.595 -2.693 0.762
H -0.992 -4.365 0.569
C 1.488 -3.475 -1.255
C 1.816 -3.401 0.240
H 2.804 -3.857 0.402
H 1.089 -3.963 0.841
H 1.849 -2.374 0.621
C 2.045 -0.035 -1.311
O 3.174 0.031 -1.161
C -1.796 4.811 -1.653
H -1.100 5.579 -1.296
H -1.736 4.755 -2.746
H -2.811 5.143 -1.395
C -1.789 -4.691 -2.112
H -2.800 -5.054 -1.885
H -1.731 -4.536 -3.196
H -1.085 -5.481 -1.828
C 1.445 -4.938 -1.706
H 2.454 -5.360 -1.587
H 0.775 -5.536 -1.074
H 1.162 -5.059 -2.758
C 1.440 5.020 -1.251
H 0.779 5.547 -0.551
H 2.448 5.433 -1.108
H 1.138 5.251 -2.280
H 2.284 3.069 -1.587
H 2.296 -2.963 -1.809
H -2.346 2.768 -1.345
H -2.343 -2.683 -1.632
H -2.133 0.055 -2.611
H -2.466 0.022 -1.867
C -0.306 -2.583 5.574
C 0.458 -1.581 4.726
N -0.359 -1.165 3.550
C 0.032 -0.034 2.859
S 0.749 -0.111 1.291
N -0.075 1.136 3.471
C -0.765 1.395 4.750
C 0.130 2.187 5.684
H -1.304 -2.217 5.839
H 0.249 -2.756 6.501
H -0.406 -3.546 5.059
H 0.716 -0.691 5.308
H 1.393 -2.039 4.366
H -0.472 -1.951 2.914
H 0.247 1.949 2.934
H -1.686 1.951 4.532
H -1.054 0.428 5.164
H 0.290 3.199 5.297
H -0.334 2.263 6.669
H 1.107 1.702 5.796



No. 4
45
Properties=species:S:1:pos:R:3 method="wB97M-V/def2-TZVPD" e_lumo_ev="-15.6 / -18.1" homo_lumo_gap_ev="8.24 / 5.80" relative_energy_kcal_mol=46.8 total_energy_ha=-1489.38184 spin_multiplicity=4 total_charge=+4 mol_weight_g_mol=433.4
N -0.377 -1.802 -1.613
C -0.723 -2.419 -2.535
C -1.091 -3.351 -3.568
H -0.985 -4.368 -3.156
H -0.412 -3.241 -4.428
H -2.132 -3.185 -3.884
N 0.185 2.710 -1.714
C 0.348 3.863 -1.716
C 0.441 5.296 -1.828
H 1.026 5.551 -2.724
H 0.952 5.720 -0.956
H -0.561 5.739 -1.921
N 0.726 0.812 2.543
C 0.707 0.076 3.454
C 0.757 -0.744 4.630
H 0.160 -0.291 5.441
H 1.805 -0.840 4.956
H 0.374 -1.745 4.388
Tc 0.032 0.418 -0.265
C -0.812 1.750 0.787
O -1.510 2.512 1.341
C -1.479 0.568 -1.402
O -2.449 0.655 -2.019
C 1.972 -0.363 -1.914
C 1.966 -1.270 -0.841
C 2.166 -0.813 0.480
C 2.586 0.513 0.693
C 2.532 1.434 -0.358
C 2.258 0.989 -1.666
H 1.769 -0.721 -2.934
H 1.857 -2.345 -1.026
H 2.141 -1.527 1.315
H 2.930 0.824 1.686
H 2.780 2.489 -0.186
H 2.351 1.683 -2.507
C -2.558 -2.113 0.274
S -1.156 -1.196 1.049
C -2.287 -0.585 2.294
O -0.260 -2.206 1.671
H -3.436 -1.471 0.093
H -2.810 -2.882 1.019
H -2.219 -2.602 -0.644
H -2.758 -1.466 2.734
H -1.738 -0.103 3.099
H -3.070 0.045 1.859



No. 5
14
Properties=species:S:1:pos:R:3 method="wB97M-V/def2-TZVPD" e_lumo_ev=0.5 smiles="C=CO.CSS" homo_lumo_gap_ev=9.04 relative_energy_kcal_mol=30.9 total_energy_ha=-990.66139 total_charge=0 mol_weight_g_mol=124.2
C 0.974 4.784 -1.101
C 0.667 4.698 0.188
O -0.645 4.956 0.580
H 1.952 4.687 -1.545
H 0.082 4.907 -1.710
H 1.330 4.400 1.008
H -0.961 4.197 1.093
C -1.276 -4.417 -0.126
S -0.716 -5.693 1.017
S 1.249 -5.163 1.434
H -0.761 -3.465 0.005
H -2.334 -4.258 0.112
H -1.236 -4.767 -1.151
H 1.675 -4.863 0.197



No. 6
10
Properties=species:S:1:pos:R:3 method="wB97M-V/def2-TZVPD" e_lumo_ev=0.5 smiles="[H]/N=N/[C@@H]1N=C1N" homo_lumo_gap_ev=8.57 relative_energy_kcal_mol=104.9 total_energy_ha=-297.47717 total_charge=0 mol_weight_g_mol=84.1
H 0.632 2.489 -0.099
N 0.410 1.531 0.222
N 1.513 0.878 0.278
C 1.343 -0.440 0.116
N 0.489 -0.997 -0.945
C -0.434 -0.413 -0.341
N -1.698 -0.582 -0.025
H 2.086 -1.125 0.506
H -2.202 0.141 0.463
H -2.138 -1.478 -0.174